Entry 1:
Molecular formula: C5H15N2
Method: DFT, wB97M-V/def2-TZVPD

```
! wB97M-V def2-TZVPD RIJCOSX def2/J DEFGRID3
* xyz 1 1
C 1.08 -1.11 1.67
C -0.23 -0.31 1.34
C -0.10 1.21 1.20
C -1.09 1.58 0.04
C -0.24 1.54 -1.28
N 0.63 0.31 -1.32
N -0.14 -2.57 -1.22
H 1.68 -1.16 0.69
H 1.54 -0.77 2.56
H 0.86 -2.18 1.78
H -0.50 -0.69 0.37
H -0.16 1.81 2.09
H 0.87 1.51 0.66
H -1.75 0.76 -0.12
H -1.68 2.57 0.06
H 0.47 2.49 -1.05
H -0.87 1.67 -2.33
H 1.33 0.40 -2.21
H 0.24 -1.64 -1.44
H -1.18 -2.59 -1.34
H 0.27 -3.33 -1.82
H -1.02 -0.54 2.08
*
```

Properties
HOMO energy ... -14.20 eV
Frontier orbital gap ... 0.1850 Ha


Entry 2:
Molecular formula: C37H37IrN3P2
Method: DFT, wB97M-V/def2-TZVPD

```
! wB97M-V def2-TZVPD RIJCOSX def2/J DEFGRID3
* xyz 2 6
Ir 2.42 -0.57 -4.04
C 2.14 0.45 0.88
C 3.44 0.74 0.68
C 4.62 -0.16 0.72
C 4.79 -1.08 -0.52
C 3.72 -2.07 -0.87
C 2.58 -2.42 -0.27
C 2.13 -2.20 1.12
C 1.57 -0.80 1.50
C 1.28 -0.05 -5.59
H 1.53 1.27 1.29
H 3.68 1.81 0.93
H 4.67 -0.76 1.64
H 5.46 0.55 0.74
H 4.96 -0.41 -1.39
H 5.74 -1.61 -0.32
H 3.74 -2.18 -1.93
H 1.83 -2.86 -0.94
H 2.94 -2.45 1.83
H 1.35 -2.96 1.28
H 0.48 -0.83 1.37
H 1.67 -0.74 2.60
H 0.88 0.92 -5.28
H 0.42 -0.72 -5.76
H 1.85 0.02 -6.52
P 5.78 0.58 -5.36
P 4.79 -1.81 -5.44
C 6.94 -0.59 -4.63
C 6.42 -1.83 -4.67
C 6.93 1.62 -6.41
C 8.33 1.61 -6.36
C 9.11 2.53 -7.07
C 8.48 3.46 -7.89
C 7.08 3.45 -8.04
C 6.33 2.53 -7.31
C 5.34 1.67 -3.97
C 4.23 1.38 -3.19
C 3.75 2.19 -2.18
C 4.39 3.41 -1.98
C 5.51 3.74 -2.76
C 6.01 2.85 -3.71
C 5.50 -2.49 -7.19
C 6.27 -1.65 -8.01
C 6.99 -2.14 -9.10
C 6.90 -3.49 -9.43
C 6.12 -4.36 -8.66
C 5.45 -3.85 -7.53
C 4.06 -3.36 -4.82
C 2.82 -3.71 -5.37
C 2.22 -4.92 -4.99
C 2.84 -5.73 -4.03
C 4.06 -5.35 -3.48
C 4.69 -4.18 -3.88
H 7.92 -0.29 -4.28
H 6.95 -2.73 -4.39
H 8.85 0.87 -5.76
H 10.21 2.53 -6.99
H 9.06 4.20 -8.43
H 6.58 4.16 -8.72
H 5.26 2.50 -7.43
H 3.68 0.44 -3.44
H 2.89 1.84 -1.60
H 4.02 4.10 -1.23
H 6.01 4.70 -2.65
H 6.87 3.09 -4.32
H 6.35 -0.58 -7.79
H 7.64 -1.47 -9.69
H 7.42 -3.88 -10.29
H 6.02 -5.42 -8.92
H 4.91 -4.56 -6.90
H 2.34 -3.03 -6.09
H 1.27 -5.19 -5.44
H 2.34 -6.65 -3.72
H 4.54 -5.99 -2.74
H 5.66 -3.90 -3.44
N 1.16 -0.74 -2.71
C 0.21 -0.60 -1.99
N -0.49 0.06 -1.17
C -1.56 -0.17 -0.45
N -2.47 -0.37 0.27
*
```

Properties
HOMO energy (alpha / beta) ... -12.05 / -13.56 eV
Frontier orbital gap (alpha / beta) ... 0.2247 / 0.1324 Ha


Entry 3:
Molecular formula: CH3FN2O
Method: DFT, wB97M-V/def2-TZVPD

```
! wB97M-V def2-TZVPD RIJCOSX def2/J DEFGRID3
* xyz 0 1
C 0.06 -0.40 0.07
N -0.17 0.95 0.34
N 0.49 -1.45 0.10
O -0.95 2.56 0.23
F 1.54 -4.45 0.10
H 0.62 1.56 0.55
H -1.11 2.33 1.18
H 1.12 -3.65 0.45
*
```

Properties
HOMO energy (alpha / beta) ... -11.06 / -11.07 eV
Frontier orbital gap (alpha / beta) ... 0.3044 / 0.3061 Ha


Entry 4:
Molecular formula: C30H84O12
Method: DFT, wB97M-V/def2-TZVPD

```
! wB97M-V def2-TZVPD RIJCOSX def2/J DEFGRID3
* xyz 0 1
C -2.28 -5.29 -0.76
C -0.77 -5.18 -0.61
C -0.13 -3.94 -1.23
O -0.44 -5.25 0.75
H -2.65 -6.25 -0.41
H -2.64 -5.18 -1.78
H -2.84 -4.56 -0.18
H -0.33 -6.07 -1.07
H 0.89 -3.80 -0.89
H -0.71 -3.04 -1.02
H -0.07 -4.02 -2.32
H -1.01 -5.84 1.25
C 2.40 -2.79 -4.57
C 3.28 -2.07 -3.54
C 2.86 -2.21 -2.11
O 4.60 -2.57 -3.61
H 1.38 -2.41 -4.46
H 2.46 -3.87 -4.49
H 2.67 -2.45 -5.57
H 3.37 -1.01 -3.77
H 1.91 -1.69 -2.05
H 3.52 -1.70 -1.40
H 2.75 -3.23 -1.72
H 4.59 -3.26 -4.28
C 2.19 1.79 3.30
C 1.82 3.19 3.70
C 1.10 3.95 2.59
O 1.04 3.18 4.90
H 1.33 1.12 3.34
H 2.98 1.43 3.96
H 2.57 1.76 2.28
H 2.75 3.71 3.91
H 0.27 3.41 2.15
H 1.90 4.14 1.87
H 0.73 4.93 2.90
H 0.82 4.09 5.14
C -2.70 3.09 -0.68
C -1.93 4.02 -1.65
C -0.49 4.25 -1.20
O -1.83 3.52 -2.95
H -2.77 3.54 0.31
H -2.20 2.13 -0.52
H -3.70 2.92 -1.08
H -2.41 5.00 -1.67
H -0.49 4.81 -0.26
H 0.07 4.87 -1.91
H 0.02 3.30 -1.07
H -2.72 3.40 -3.30
C 2.16 1.66 -5.38
C 0.92 1.81 -4.51
C 0.78 0.79 -3.35
O 0.83 3.09 -4.03
H 2.21 2.43 -6.15
H 2.23 0.65 -5.77
H 3.00 1.81 -4.70
H 0.00 1.74 -5.09
H 0.91 -0.28 -3.51
H -0.19 0.87 -2.86
H 1.44 1.07 -2.53
H -0.04 3.17 -3.64
C 5.49 3.09 -1.04
C 4.08 2.51 -0.92
C 4.11 0.98 -0.73
O 3.45 3.05 0.23
H 5.78 3.20 -2.09
H 6.23 2.47 -0.54
H 5.61 4.08 -0.59
H 3.48 2.83 -1.77
H 3.13 0.66 -0.40
H 4.82 0.66 0.04
H 4.29 0.48 -1.68
H 4.05 2.78 0.93
C 2.46 -3.84 2.29
C 1.27 -3.11 2.84
C 1.58 -1.89 3.76
O 0.38 -2.85 1.75
H 2.31 -4.51 1.44
H 3.10 -4.32 3.03
H 3.18 -3.09 1.99
H 0.65 -3.74 3.48
H 2.05 -2.32 4.65
H 0.64 -1.39 4.01
H 2.21 -1.10 3.37
H 0.12 -3.69 1.36
C -1.77 2.26 3.90
C -2.73 1.71 4.96
C -2.00 1.19 6.25
O -3.57 2.85 5.37
H -1.20 3.10 4.30
H -2.27 2.67 3.02
H -1.19 1.51 3.37
H -3.37 0.97 4.46
H -1.40 1.92 6.78
H -1.43 0.28 6.10
H -2.66 0.85 7.05
H -3.31 3.13 6.25
C -3.53 0.59 -3.45
C -3.60 -0.98 -3.44
C -2.21 -1.60 -3.31
O -4.35 -1.37 -2.30
H -4.51 1.06 -3.40
H -3.08 1.08 -4.31
H -2.91 0.97 -2.63
H -4.17 -1.28 -4.32
H -1.66 -1.30 -2.41
H -1.53 -1.35 -4.13
H -2.24 -2.69 -3.28
H -4.02 -0.89 -1.54
C 0.15 0.28 0.40
O -0.85 -0.59 0.90
H 0.03 1.30 0.74
H 1.16 -0.04 0.66
H 0.12 0.17 -0.68
H -0.44 -1.40 1.20
C -3.21 -2.94 3.01
O -3.84 -4.19 3.40
H -2.35 -2.75 3.64
H -2.91 -2.88 1.96
H -3.88 -2.12 3.29
H -4.74 -4.15 3.06
C -4.37 0.25 1.28
O -3.50 -0.12 0.23
H -4.48 1.31 1.48
H -5.39 -0.13 1.20
H -4.10 -0.11 2.28
H -2.59 -0.16 0.56
*
```

Properties
HOMO energy ... -9.62 eV
SMILES ... CC(C)O.CC(C)O.CC(C)O.CC(C)O.CC(C)O.CC(C)O.CC(C)O.CC(C)O.CC(C)O.CO.CO.CO
Frontier orbital gap ... 0.3736 Ha


Entry 5:
Molecular formula: H2O4P2
Method: DFT, wB97M-V/def2-TZVPD

```
! wB97M-V def2-TZVPD RIJCOSX def2/J DEFGRID3
* xyz -2 1
O 0.19 0.62 -2.15
P 0.52 0.80 -0.72
O 1.91 1.00 -0.24
P -0.41 -0.85 0.59
O -0.19 -2.21 -0.01
O -1.79 -0.54 1.07
H -0.40 2.05 -0.46
H 0.17 -0.87 1.93
*
```

Properties
HOMO energy ... 0.30 eV
SMILES ... O=[P@H]([O-])[P@H](=O)[O-]
Frontier orbital gap ... 0.2638 Ha


Entry 6:
Molecular formula: C21H23F4O2Si
Method: DFT, wB97M-V/def2-TZVPD

```
! wB97M-V def2-TZVPD RIJCOSX def2/J DEFGRID3
* xyz 1 1
F 3.80 -1.40 -4.26
C 2.60 -0.79 -4.30
C 2.39 0.24 -5.20
C 1.16 0.88 -5.25
F 0.96 1.89 -6.13
C 0.15 0.49 -4.40
C 0.33 -0.55 -3.47
C -0.77 -0.89 -2.65
C -0.97 -1.87 -1.65
C -2.23 -1.93 -1.03
C -2.51 -2.85 -0.05
F -3.74 -2.89 0.53
C -1.54 -3.75 0.35
C -0.29 -3.73 -0.24
F 0.65 -4.62 0.15
C -0.01 -2.81 -1.22
C 1.59 -1.17 -3.46
H 3.18 0.55 -5.86
H -0.79 1.01 -4.48
H -1.64 -0.27 -2.81
H -3.01 -1.25 -1.32
H -1.76 -4.47 1.12
H 0.97 -2.86 -1.63
H 1.82 -1.97 -2.79
C -1.91 -1.52 3.65
Si -1.03 0.09 3.30
C -2.26 1.47 3.50
C 0.34 0.27 4.55
O -0.41 0.09 1.74
C 0.29 1.21 1.33
C 0.78 1.20 0.06
C 1.60 2.30 -0.51
C 2.08 3.26 0.59
C 0.94 3.49 1.59
O 0.47 2.28 2.20
H -2.30 -1.51 4.66
H -2.73 -1.66 2.95
H -1.22 -2.36 3.55
H -2.66 1.48 4.51
H -1.79 2.42 3.29
H -3.09 1.33 2.80
H -0.07 0.28 5.56
H 1.04 -0.55 4.46
H 0.87 1.20 4.39
H 0.59 0.32 -0.53
H 2.45 1.89 -1.08
H 1.00 2.86 -1.25
H 2.95 2.83 1.10
H 2.42 4.21 0.16
H 1.24 4.17 2.40
H 0.08 3.95 1.09
*
```

Properties
HOMO energy ... -10.67 eV
Frontier orbital gap ... 0.1487 Ha


Here are the calculated largest force on an atom numbers, same order: 4.49, 5.15, 6.46, 2.16, 2.70, 2.13 (eV/A).
Here are the calculated energy relative to the best compared isomer or geometry (same formula, charge and spin) numbers, same order: 7.550, 0.576, 4.932, 1.793, 0.024, 0.044 (eV).
Here are the calculated electronic energy numbers, same order: -308.5152, -2382.4117, -324.3251, -2096.1744, -984.9543, -1653.2018 (hartree).